[1]
Below is a structure of composition C26H25BrN4O4Ti, with properties calculated with ωB97M-V/def2-TZVPD.

Gap between HOMO and LUMO (alpha / beta) (eV): 3.61 / 3.68
Relative energy (zero: lowest compared OMol25 entry of this formula, charge and spin) (kcal per mole): 5.10
Total charge: -2

Element x y z (Å)
Ti  -0.174  -0.247  -0.124
C  1.489  3.829  0.643
C  1.006  2.445  1.038
O  0.725  1.670  0.062
C  0.906  2.125  2.378
C  0.342  0.904  2.878
C  0.362  0.664  4.366
N  -0.180  0.031  2.072
N  -0.705  -1.122  2.683
C  -1.513  -1.682  1.821
O  -1.798  -1.219  0.663
C  -2.113  -3.005  2.167
C  -2.532  -3.816  1.111
C  -3.067  -5.067  1.384
C  -3.186  -5.514  2.695
C  -2.752  -4.710  3.744
C  -2.209  -3.462  3.480
H  2.066  3.755  -0.279
H  2.093  4.292  1.424
H  0.627  4.472  0.445
H  1.239  2.859  3.100
H  0.761  1.535  4.887
H  0.980  -0.208  4.591
H  -0.638  0.437  4.737
H  -2.374  -3.455  0.096
H  -3.380  -5.700  0.561
H  -3.605  -6.494  2.901
H  -2.830  -5.060  4.767
H  -1.850  -2.826  4.278
C  3.364  -2.791  0.536
C  2.106  -2.179  0.014
N  1.752  -0.919  0.288
O  2.726  -0.263  1.089
C  1.133  -2.842  -0.732
C  1.223  -4.233  -1.277
N  0.041  -2.088  -0.966
O  -0.950  -2.595  -1.672
H  3.533  -2.504  1.576
H  4.260  -2.489  -0.021
H  3.296  -3.880  0.487
H  2.297  0.572  1.311
H  2.241  -4.491  -1.581
H  0.553  -4.293  -2.136
H  0.887  -4.991  -0.557
Br  -2.633  1.652  -0.460
C  -2.686  1.348  -2.344
C  -3.829  1.722  -2.993
C  -3.889  1.634  -4.400
C  -2.782  1.235  -5.092
C  -1.587  0.866  -4.422
C  -0.431  0.532  -5.163
C  0.715  0.193  -4.495
C  0.723  0.101  -3.090
C  -0.370  0.372  -2.286
C  -1.525  0.841  -2.996
H  -4.673  2.102  -2.432
H  -4.802  1.908  -4.915
H  -2.791  1.197  -6.177
H  -0.477  0.547  -6.248
H  1.616  -0.056  -5.049
H  1.630  -0.272  -2.618

Here are the natural (NBO) charges for atoms 1 to 2, given in e: atom 1 (Ti): 1.334, atom 2 (C): -0.666

[2]
Below is the molecule C5H8 at a distorted geometry, with properties calculated with ωB97M-V/def2-TZVPD.

Gap between HOMO and LUMO (eV): 9.42
Relative energy (zero: lowest compared OMol25 entry of this formula, charge and spin) (kcal per mole): 78.44
SMILES: CC#CCC

Element x y z (Å)
C  2.343  0.231  -0.751
C  1.120  0.065  -0.058
C  0.300  -0.514  0.646
C  -1.161  -0.503  0.734
C  -1.780  0.250  -0.453
H  2.540  0.051  0.406
H  2.473  -0.456  -1.617
H  2.873  1.164  -0.886
H  -1.544  -1.523  0.800
H  -1.419  -0.013  1.676
H  -1.391  1.275  -0.500
H  -2.869  0.295  -0.364
H  -1.532  -0.239  -1.403

Here are the natural (NBO) charges for atoms 1 to 2, given in e: atom 1 (C): -0.694, atom 2 (C): -0.056

[3]
Below is a structure of composition C27H45BrIrN2O6SSeSi3Te, with properties calculated with ωB97M-V/def2-TZVPD.

2S+1: 2
Gap between HOMO and LUMO (alpha / beta) (eV): 6.77 / 7.22
Relative energy (zero: lowest compared OMol25 entry of this formula, charge and spin) (kcal per mole): 0.00

Element x y z (Å)
Ir  0.613  -0.361  -0.879
O  0.404  -4.828  -0.924
C  1.083  -5.009  0.240
C  1.068  -6.270  0.822
C  1.727  -6.488  2.020
C  2.393  -5.450  2.654
C  2.415  -4.195  2.064
C  1.788  -3.963  0.848
C  1.809  -2.644  0.118
O  0.516  -2.253  -0.214
N  2.439  -1.574  0.926
N  2.232  -0.363  0.331
C  2.985  0.647  0.584
C  2.720  1.952  0.017
Br  1.196  2.050  -1.149
C  3.391  3.083  0.243
C  4.633  3.211  1.029
C  4.769  4.288  1.904
C  5.919  4.440  2.661
C  6.958  3.527  2.540
C  6.845  2.469  1.649
C  5.692  2.313  0.895
H  0.276  -3.862  -1.040
H  0.524  -7.062  0.323
H  1.706  -7.474  2.469
H  2.888  -5.613  3.602
H  2.918  -3.382  2.573
H  2.407  -2.763  -0.806
H  3.419  -1.735  1.131
H  3.816  0.545  1.271
H  2.984  4.002  -0.162
H  3.960  5.002  1.999
H  6.006  5.273  3.345
H  7.858  3.648  3.127
H  7.663  1.770  1.529
H  5.627  1.513  0.169
O  -2.893  0.467  2.174
S  -1.840  -0.131  1.408
O  -1.562  -1.534  1.706
O  -0.671  0.699  1.154
O  -2.486  -0.254  -0.112
C  -2.002  -0.341  -5.647
Si  -0.381  0.118  -4.817
C  -0.379  1.945  -4.412
C  1.027  -0.247  -5.995
Se  -0.131  -1.275  -3.024
H  -2.107  0.178  -6.604
H  -2.852  -0.068  -5.023
H  -2.052  -1.415  -5.838
H  -0.601  2.512  -5.321
H  0.596  2.272  -4.048
H  -1.134  2.201  -3.669
H  0.854  0.222  -6.967
H  1.135  -1.322  -6.148
H  1.971  0.130  -5.596
C  -5.664  0.176  -3.761
Si  -4.725  0.048  -2.144
C  -5.917  -0.121  -0.718
C  -3.620  1.536  -1.927
C  -3.730  -1.576  -2.333
Te  -2.463  -2.079  -0.741
C  -4.003  -2.865  0.467
Si  -3.782  -4.734  0.656
C  -5.331  -5.445  1.415
C  -2.286  -4.993  1.723
C  -3.514  -5.490  -1.045
H  -6.312  1.056  -3.756
H  -6.292  -0.699  -3.939
H  -4.976  0.276  -4.607
H  -6.542  0.773  -0.660
H  -5.392  -0.215  0.235
H  -6.584  -0.978  -0.842
H  -3.905  2.338  -2.611
H  -2.578  1.274  -2.102
H  -3.686  1.907  -0.903
H  -3.098  -1.546  -3.225
H  -4.437  -2.405  -2.431
H  -4.956  -2.557  0.036
H  -3.862  -2.377  1.434
H  -5.519  -5.029  2.406
H  -5.242  -6.529  1.518
H  -6.204  -5.241  0.791
H  -2.461  -4.624  2.736
H  -1.418  -4.456  1.335
H  -2.025  -6.049  1.782
H  -4.457  -5.606  -1.583
H  -3.069  -6.482  -0.938
H  -2.832  -4.923  -1.688

Here are the Mulliken charges for atoms 1 to 2, given in e: atom 1 (Ir): 1.711, atom 2 (O): -0.707

[4]
Below is a structure of composition C51H41BrIN2O5S7V, with properties calculated with ωB97M-V/def2-TZVPD.

2S+1: 4
Gap between HOMO and LUMO (alpha / beta) (eV): 5.71 / 5.83
Relative energy (zero: lowest compared OMol25 entry of this formula, charge and spin) (kcal per mole): 0.30
Total charge: -1

Element x y z (Å)
V  -0.055  -2.248  -1.296
C  4.346  -4.391  4.458
C  3.912  -3.437  3.379
C  2.933  -2.473  3.629
C  2.508  -1.613  2.633
C  3.072  -1.730  1.368
C  4.036  -2.684  1.089
C  4.461  -3.526  2.105
S  2.466  -0.730  0.031
O  0.963  -0.876  0.077
C  2.824  0.893  0.727
C  4.039  1.054  1.433
C  4.387  2.269  1.934
C  3.545  3.392  1.748
C  3.883  4.665  2.267
C  3.069  5.741  2.061
C  1.877  5.592  1.321
C  1.524  4.375  0.813
C  2.346  3.236  1.017
C  1.984  1.951  0.505
C  0.751  1.867  -0.338
C  0.890  2.164  -1.731
C  2.151  2.436  -2.322
C  2.256  2.680  -3.661
C  1.110  2.681  -4.483
C  -0.117  2.435  -3.942
C  -0.255  2.164  -2.561
C  -1.515  1.848  -2.003
C  -1.625  1.528  -0.686
C  -0.489  1.565  0.151
S  -0.801  1.018  1.844
O  0.452  1.078  2.645
C  -1.741  2.472  2.338
C  -3.118  2.493  2.204
C  -3.823  3.627  2.587
C  -3.166  4.730  3.119
C  -3.929  5.951  3.556
C  -1.780  4.673  3.268
C  -1.066  3.552  2.886
H  3.857  -4.167  5.405
H  5.426  -4.346  4.612
H  4.098  -5.418  4.183
H  2.495  -2.403  4.618
H  1.746  -0.863  2.817
H  4.422  -2.788  0.084
H  5.196  -4.292  1.890
H  4.686  0.201  1.587
H  5.312  2.389  2.485
H  4.803  4.767  2.831
H  3.337  6.711  2.461
H  1.236  6.449  1.156
H  0.606  4.267  0.252
H  3.040  2.430  -1.705
H  3.229  2.863  -4.098
H  1.209  2.863  -5.546
H  -1.004  2.419  -4.564
H  -2.385  1.827  -2.646
H  -2.583  1.228  -0.280
H  -3.642  1.631  1.806
H  -4.900  3.649  2.475
H  -4.949  5.937  3.173
H  -3.445  6.863  3.203
H  -3.981  6.008  4.645
H  -1.254  5.523  3.689
H  0.008  3.493  3.014
S  0.351  -3.485  -8.518
C  0.276  -3.243  -6.879
S  -0.719  -4.149  -5.810
C  -0.290  -3.357  -4.306
C  0.599  -2.346  -4.430
S  1.176  -1.321  -3.140
S  1.225  -2.078  -6.042
S  -1.031  -3.897  -2.828
C  -3.054  -5.565  0.275
C  -3.198  -4.550  1.404
C  -1.851  -4.003  1.909
C  -2.088  -2.955  3.014
C  -0.802  -2.330  3.538
C  -1.048  -5.152  2.495
O  -1.461  -5.825  3.419
N  0.166  -5.399  1.923
C  0.765  -4.717  0.841
O  1.852  -5.094  0.460
N  0.068  -3.679  0.307
C  -1.135  -3.328  0.759
O  -1.700  -2.379  0.169
H  -4.032  -5.927  -0.041
H  -2.469  -6.431  0.593
H  -2.568  -5.129  -0.600
H  -3.705  -4.999  2.260
H  -3.785  -3.695  1.068
H  -2.634  -3.450  3.820
H  -2.733  -2.185  2.588
H  -0.140  -3.085  3.969
H  -1.013  -1.591  4.312
H  -0.258  -1.823  2.736
H  0.701  -6.172  2.289
Br  -5.111  1.840  -3.922
C  -3.777  1.527  -5.234
C  -3.611  2.492  -6.220
C  -2.646  2.319  -7.199
C  -1.852  1.180  -7.192
C  -2.021  0.226  -6.205
C  -2.982  0.388  -5.209
I  -3.077  -1.110  -3.767
H  -4.240  3.372  -6.212
H  -2.522  3.072  -7.965
H  -1.096  1.026  -7.952
H  -1.396  -0.656  -6.190

Here are the Mulliken charges for atoms 1 to 2, given in e: atom 1 (V): 0.089, atom 2 (C): -1.646

[5]
Below is the molecule C5H6FNO at a distorted geometry, with properties calculated with ωB97M-V/def2-TZVPD.

Gap between HOMO and LUMO (eV): 9.47
Relative energy (zero: lowest compared OMol25 entry of this formula, charge and spin) (kcal per mole): 92.69
SMILES: Cc1oc(F)cc1N

Element x y z (Å)
C  0.101  2.069  -0.192
C  0.462  0.561  -0.157
O  1.704  -0.038  0.392
C  1.379  -1.305  0.799
F  2.519  -1.977  1.070
C  0.221  -1.799  0.464
C  -0.353  -0.506  -0.175
N  -1.773  -0.641  -0.312
H  1.146  2.817  -0.229
H  -0.305  2.506  0.791
H  -0.626  2.156  -1.003
H  -0.361  -2.766  0.511
H  -1.837  -1.196  -1.293
H  -2.277  0.120  -0.666

Here are the natural (NBO) charges for atoms 1 to 2, given in e: atom 1 (C): -0.661, atom 2 (C): 0.197

[6]
Below is a cluster of 3 separate species, C35H55BN5OS in total at a distorted geometry, with properties calculated with ωB97M-V/def2-TZVPD.

Gap between HOMO and LUMO (eV): 6.03
Total charge: +1

Element x y z (Å)
C  4.434  -0.935  0.727
C  3.088  -0.565  1.522
S  1.768  -1.869  1.452
C  0.236  -1.305  2.382
N  -0.406  -0.091  1.794
C  0.067  1.253  2.072
C  1.246  1.796  3.008
C  0.709  3.090  3.841
C  1.336  4.390  3.123
C  0.288  5.578  2.843
C  1.122  6.737  2.043
C  0.461  7.129  0.633
C  1.179  6.397  -0.642
C  0.018  6.236  -1.758
C  0.544  6.201  -3.270
C  1.306  4.855  -3.699
C  0.560  3.487  -3.292
C  0.120  2.572  -4.546
N  0.776  1.238  -4.603
C  1.872  0.646  -3.868
C  2.199  -0.810  -4.364
C  1.145  -1.062  -5.519
C  0.316  0.245  -5.580
C  -0.800  2.240  1.257
N  -1.764  1.397  0.569
C  -2.754  2.062  -0.323
C  -1.553  0.005  0.886
B  -2.427  -1.252  0.343
O  -2.734  -2.308  1.307
C  -3.032  -1.433  -1.153
C  -2.741  -2.947  -1.624
H  4.409  -0.473  -0.326
H  4.699  -2.046  0.739
H  5.299  -0.390  1.276
H  3.315  -0.328  2.618
H  2.659  0.384  1.016
H  0.565  -1.078  3.466
H  -0.500  -2.193  2.457
H  2.215  2.024  2.416
H  1.560  0.982  3.773
H  -0.434  3.050  3.832
H  1.094  2.935  4.922
H  2.197  4.840  3.755
H  1.816  4.121  2.106
H  -0.595  5.291  2.173
H  -0.157  5.989  3.831
H  1.179  7.646  2.757
H  2.171  6.320  1.817
H  0.618  8.253  0.465
H  -0.685  6.951  0.602
H  1.957  7.130  -1.071
H  1.681  5.409  -0.356
H  -0.662  5.368  -1.456
H  -0.633  7.192  -1.663
H  -0.338  6.403  -3.981
H  1.290  7.072  -3.418
H  1.367  4.871  -4.858
H  2.397  4.857  -3.341
H  1.271  2.941  -2.557
H  -0.408  3.658  -2.677
H  0.296  3.134  -5.527
H  -1.019  2.368  -4.461
H  2.431  1.175  -3.030
H  3.031  -1.499  -3.977
H  1.076  -2.015  -6.142
H  -0.532  0.323  -6.334
H  -0.771  3.371  1.145
H  -2.224  2.450  -1.280
H  -3.570  1.340  -0.708
H  -3.224  3.003  0.155
H  -3.645  -2.590  1.027
H  -4.187  -1.340  -1.051
H  -2.696  -0.627  -1.890
H  -1.607  -3.031  -1.832
H  -3.355  -3.191  -2.572
H  -2.983  -3.747  -0.846
N  1.705  -7.904  0.150
C  2.495  -7.150  -0.632
C  2.381  -5.773  -0.743
C  1.393  -5.135  -0.007
C  0.562  -5.890  0.808
C  0.758  -7.262  0.854
H  3.250  -7.695  -1.190
H  3.048  -5.214  -1.388
H  1.272  -4.059  -0.067
H  -0.220  -5.424  1.396
H  0.136  -7.895  1.479
N  -2.040  -8.246  2.650
C  -2.693  -9.278  3.209
C  -4.045  -9.263  3.511
C  -4.769  -8.115  3.224
C  -4.119  -7.033  2.648
C  -2.765  -7.148  2.381
H  -2.084  -10.151  3.418
H  -4.520  -10.127  3.959
H  -5.829  -8.065  3.446
H  -4.653  -6.121  2.411
H  -2.213  -6.330  1.928

Here are the Mulliken charges for atoms 1 to 2, given in e: atom 1 (C): -0.997, atom 2 (C): -0.011

[7]
Below is the molecule C18H16BrN3O4 at a distorted geometry, with properties calculated with ωB97M-V/def2-TZVPD.

Gap between HOMO and LUMO (eV): 8.26
Relative energy (zero: lowest compared OMol25 entry of this formula, charge and spin) (kcal per mole): 0.16
SMILES: CCOC(=O)/C(C#N)=C/c1cn(CCC(=O)O)nc1-c1ccc(Br)cc1

Element x y z (Å)
C  -5.949  -3.775  0.392
C  -4.436  -3.880  0.386
O  -3.899  -2.577  0.159
C  -2.571  -2.468  0.180
O  -1.813  -3.387  0.374
C  -2.131  -1.072  -0.070
C  -3.133  -0.121  -0.336
N  -3.947  0.658  -0.553
C  -0.803  -0.798  -0.039
C  -0.173  0.461  -0.243
C  -0.741  1.734  -0.326
N  0.264  2.605  -0.446
C  0.218  4.041  -0.501
C  1.052  4.616  0.649
C  2.484  4.116  0.565
O  3.068  3.554  1.449
O  3.050  4.444  -0.598
N  1.452  2.007  -0.447
C  1.233  0.711  -0.324
C  2.345  -0.226  -0.265
C  2.295  -1.472  -0.887
C  3.369  -2.337  -0.808
C  4.498  -1.951  -0.106
Br  5.981  -3.142  0.005
C  4.575  -0.711  0.509
C  3.499  0.149  0.425
H  -6.382  -4.757  0.558
H  -6.299  -3.384  -0.559
H  -6.273  -3.103  1.182
H  -4.084  -4.549  -0.408
H  -4.055  -4.257  1.342
H  -0.154  -1.639  0.177
H  -1.766  2.039  -0.296
H  -0.822  4.363  -0.430
H  0.643  4.374  -1.453
H  1.063  5.704  0.578
H  0.639  4.318  1.613
H  3.948  4.083  -0.649
H  1.427  -1.759  -1.461
H  3.331  -3.302  -1.290
H  5.465  -0.426  1.048
H  3.533  1.116  0.904

Here are the natural (NBO) charges for atoms 1 to 2, given in e: atom 1 (C): -0.623, atom 2 (C): -0.069

[8]
Below is the molecule H2N2O4S at a distorted geometry, with properties calculated with ωB97M-V/def2-TZVPD.

Gap between HOMO and LUMO (eV): 9.67
Relative energy (zero: lowest compared OMol25 entry of this formula, charge and spin) (kcal per mole): 61.40
SMILES: N=[S@](=O)(O)ON=O

Element x y z (Å)
N  0.095  0.004  -1.512
S  -0.801  -0.527  -0.420
O  -2.139  -0.135  -0.516
O  -0.322  0.003  1.078
O  -0.543  -2.101  -0.112
N  -0.757  -2.388  1.252
O  -1.595  -1.753  1.777
H  0.851  -0.627  -1.771
H  -1.099  0.238  1.643

Here are the natural (NBO) charges for atoms 1 to 2, given in e: atom 1 (N): -1.084, atom 2 (S): 2.370